{
  "formula": "C5H7OP",
  "method": "ωB97M-V/def2-TZVPD",
  "e_above_lowest_ev": 2.8500,
  "e_tot_ev": -16631.1025,
  "elements": ["C", "C", "C", "C", "C", "O", "P", "H", "H", "H", "H", "H", "H", "H"],
  "coordinates": [[3.28242, 1.77333, -0.27171], [2.76683, 0.70971, -0.26591], [-0.45199, 0.94856, 0.03110], [-0.58111, -1.68958, 0.53307], [0.16944, -0.38742, 0.22930], [2.53577, -2.01188, -0.00762], [1.82111, -0.73355, -0.08585], [3.49264, 2.78225, -0.11738], [-1.46029, 1.14351, 0.11304], [-0.15802, 1.30078, -0.99303], [0.05461, 1.56938, 0.71254], [0.24834, -2.48166, 0.38541], [-1.17579, -1.83688, 1.35533], [-1.29144, -1.73298, -0.33604]],
  "nbo_charge": [-0.10, -0.46, -0.66, -0.64, -0.44, -1.02, 1.73, 0.23, 0.23, 0.23, 0.23, 0.24, 0.22, 0.21]
}


{
  "formula": "C5H7OP",
  "method": "ωB97M-V/def2-TZVPD",
  "e_above_lowest_ev": 1.8569,
  "e_tot_ev": -16632.0956,
  "elements": ["C", "C", "C", "C", "C", "O", "P", "H", "H", "H", "H", "H", "H", "H"],
  "coordinates": [[1.34749, 1.23282, 0.34618], [1.15893, -0.16728, 0.38265], [0.14200, 1.83298, -0.28097], [-0.13932, -0.61831, 0.16498], [-0.72386, -2.07064, 0.03377], [-2.36140, 0.51681, -0.66127], [-1.24163, 0.68349, 0.16914], [2.28542, 1.69977, 0.71297], [1.92800, -0.99605, 0.43682], [0.10856, 1.67872, -1.32957], [0.04527, 2.90318, 0.07389], [-1.58425, -2.00105, 0.65627], [0.19260, -2.64473, 0.21812], [-1.15779, -2.04970, -0.92298]],
  "nbo_charge": [-0.14, -0.24, -0.78, -0.37, -0.65, -1.08, 1.58, 0.23, 0.21, 0.28, 0.25, 0.24, 0.22, 0.24]
}


{
  "formula": "C5H7P",
  "method": "ωB97M-V/def2-TZVPD",
  "e_above_lowest_ev": 1.9752,
  "smiles": "C=C/C=C\\P=C",
  "e_tot_ev": -14583.7227,
  "elements": ["C", "C", "C", "C", "C", "P", "H", "H", "H", "H", "H", "H", "H"],
  "coordinates": [[0.50956, 0.87638, 0.76873], [-1.46188, -1.46771, -0.20840], [2.38920, -0.35062, -0.76607], [-0.82068, 0.84909, 0.59255], [-1.77317, -0.21604, 0.19863], [1.66608, -0.46986, 0.73175], [0.93561, 1.64397, 1.35229], [-0.43697, -1.66098, 0.14629], [-2.05797, -2.32559, -0.63492], [2.21966, 0.53697, -1.39144], [3.20659, -1.02498, -1.12026], [-1.35992, 1.80117, 0.88941], [-2.68322, 0.40557, 0.19848]],
  "nbo_charge": [-0.56, -0.36, -0.84, -0.18, -0.24, 0.69, 0.22, 0.19, 0.23, 0.22, 0.23, 0.20, 0.21]
}


{
  "formula": "C5H7P",
  "method": "ωB97M-V/def2-TZVPD",
  "e_above_lowest_ev": 1.8422,
  "smiles": "C=C/C=C\\P=C",
  "e_tot_ev": -14583.8557,
  "elements": ["C", "C", "C", "C", "C", "P", "H", "H", "H", "H", "H", "H", "H"],
  "coordinates": [[-1.47106, 0.50640, -0.78384], [0.17024, -1.63261, 0.98495], [0.27383, 2.12191, 0.53352], [-0.60772, -0.46649, -1.09043], [0.36665, -1.13996, -0.19508], [-1.31991, 1.70845, 0.62599], [-2.26656, 0.85449, -1.59830], [-0.80261, -1.58120, 1.39820], [0.91937, -2.31638, 1.49325], [1.11500, 1.98282, -0.24097], [0.48117, 2.89223, 1.22074], [-0.79195, -0.92761, -2.19286], [1.35460, -1.24428, -0.66002]],
  "nbo_charge": [-0.54, -0.36, -0.84, -0.21, -0.23, 0.69, 0.23, 0.19, 0.21, 0.23, 0.21, 0.22, 0.20]
}


{
  "formula": "C5H8",
  "method": "ωB97M-V/def2-TZVPD",
  "e_above_lowest_ev": 0.6952,
  "smiles": "C1=CCCC1",
  "e_tot_ev": -5313.4717,
  "elements": ["C", "C", "C", "C", "C", "H", "H", "H", "H", "H", "H", "H", "H"],
  "coordinates": [[-0.17352, -0.62391, 0.93339], [-1.20852, -0.20503, -0.10714], [-0.45443, 0.83248, -0.89902], [0.85884, 0.73173, -0.79672], [1.18671, -0.25883, 0.28690], [-0.24512, -1.67947, 1.17760], [-0.31120, -0.06022, 1.86039], [-1.41030, -0.99068, -0.84121], [-2.19028, 0.14442, 0.26413], [-1.13532, 1.57970, -1.08378], [1.62792, 1.27958, -1.33682], [1.70099, -1.12724, -0.11504], [1.86973, 0.23104, 0.98766]],
  "nbo_charge": [-0.40, -0.44, -0.20, -0.19, -0.44, 0.21, 0.20, 0.20, 0.21, 0.21, 0.21, 0.20, 0.21]
}


{
  "formula": "C5H8",
  "method": "ωB97M-V/def2-TZVPD",
  "e_above_lowest_ev": 1.2003,
  "smiles": "C1=CCCC1",
  "e_tot_ev": -5312.9666,
  "elements": ["C", "C", "C", "C", "C", "H", "H", "H", "H", "H", "H", "H", "H"],
  "coordinates": [[-0.02992, 1.02952, -0.44717], [1.13792, 0.35537, 0.27035], [0.46456, -0.84207, 0.91668], [-0.62147, -1.23386, 0.25923], [-1.00308, -0.15293, -0.72961], [0.29346, 1.52201, -1.36464], [-0.50179, 1.79018, 0.19377], [1.84781, -0.08069, -0.43510], [1.73602, 0.96059, 0.97821], [0.69789, -0.68038, 1.91006], [-1.24254, -2.11848, 0.39968], [-0.94917, -0.47946, -1.76800], [-2.04600, 0.11729, -0.51104]],
  "nbo_charge": [-0.40, -0.44, -0.22, -0.17, -0.44, 0.21, 0.20, 0.20, 0.20, 0.22, 0.21, 0.20, 0.21]
}


{
  "formula": "C5H8",
  "method": "ωB97M-V/def2-TZVPD",
  "e_above_lowest_ev": 3.7434,
  "smiles": "C1=CC1.C=C",
  "e_tot_ev": -5310.4234,
  "elements": ["C", "C", "C", "C", "C", "H", "H", "H", "H", "H", "H", "H", "H"],
  "coordinates": [[1.91140, -0.32558, 0.15565], [2.41241, 0.07476, -1.22458], [1.19091, 0.44638, -0.95378], [-2.01474, -0.44110, 1.12795], [-1.70587, 0.80357, 0.73713], [2.44285, 0.13587, 0.96989], [3.24522, 0.21905, -1.80010], [0.26650, 0.99596, -1.24369], [-2.82060, -0.95461, 0.62008], [-1.61964, -0.93141, 1.95447], [1.52997, -1.30523, 0.32085], [-1.08403, 1.47761, 1.22541], [-2.25227, 1.33183, -0.01546]],
  "nbo_charge": [-0.44, -0.19, -0.18, -0.37, -0.38, 0.18, 0.21, 0.23, 0.19, 0.19, 0.18, 0.19, 0.18]
}


{
  "formula": "C5H8",
  "method": "ωB97M-V/def2-TZVPD",
  "e_above_lowest_ev": 1.6469,
  "smiles": "C=CC(=C)C",
  "e_tot_ev": -5312.5200,
  "elements": ["C", "C", "C", "C", "C", "H", "H", "H", "H", "H", "H", "H", "H"],
  "coordinates": [[1.62609, -0.71354, 0.02848], [0.36269, 0.09619, -0.06010], [0.44449, 1.43877, -0.13115], [-0.96210, -0.69506, -0.09055], [-2.16312, -0.02047, 0.06675], [2.50855, 0.02582, -0.21212], [1.74686, -1.04606, 1.13378], [1.57855, -1.72540, -0.55957], [1.40060, 1.79548, 0.12701], [-0.41583, 2.17043, -0.21996], [-0.97581, -1.73289, -0.45518], [-3.07272, -0.62069, -0.12752], [-2.07824, 1.02742, 0.50011]],
  "nbo_charge": [-0.65, -0.03, -0.41, -0.23, -0.38, 0.22, 0.22, 0.23, 0.19, 0.21, 0.20, 0.21, 0.21]
}


{
  "formula": "C5H8",
  "method": "ωB97M-V/def2-TZVPD",
  "e_above_lowest_ev": 2.1888,
  "smiles": "CC#CCC",
  "e_tot_ev": -5311.9781,
  "elements": ["C", "C", "C", "C", "C", "H", "H", "H", "H", "H", "H", "H", "H"],
  "coordinates": [[2.42423, 0.51826, -0.00729], [1.33015, -0.60823, -0.01752], [-0.09221, -0.21439, 0.00242], [-1.27951, -0.03668, 0.07607], [-2.69718, 0.19928, -0.02560], [3.43011, 0.10069, -0.02154], [2.34517, 1.11876, 0.90540], [2.35460, 1.25763, -0.84556], [1.50454, -1.21367, -0.90448], [1.50363, -1.20882, 0.85151], [-3.23399, -0.81366, -0.54383], [-3.08772, 0.39204, 1.11923], [-2.92925, 1.21761, -0.72918]],
  "nbo_charge": [-0.59, -0.46, -0.01, -0.04, -0.70, 0.21, 0.21, 0.21, 0.22, 0.23, 0.24, 0.24, 0.24]
}


{
  "formula": "C5H8AgO3",
  "method": "ωB97M-V/def2-TZVPD",
  "charge": 1,
  "multiplicity": 3,
  "e_above_lowest_ev": 2.0954,
  "e_tot_ev": -15442.5537,
  "elements": ["O", "C", "C", "O", "C", "O", "Ag", "C", "C", "H", "H", "H", "H", "H", "H", "H", "H"],
  "coordinates": [[-0.40617, -0.81775, 1.41056], [-1.78531, 0.58926, 0.45373], [-0.73774, 0.96810, -0.55709], [0.47772, 0.27277, -0.35362], [0.55134, -0.68589, 0.65442], [1.62962, -1.31748, 0.55516], [2.59520, -0.49147, -1.07266], [-3.18809, 0.76254, 0.17493], [-2.89038, -0.75548, 0.03698], [-1.49902, 0.63515, 1.50782], [-0.50908, 2.03001, -0.40329], [-1.09816, 0.82656, -1.58504], [-3.83061, 0.99824, 1.02165], [-3.44524, 1.24001, -0.77146], [-3.36310, -1.34582, 0.82360], [-1.76656, -1.04602, 0.14256], [-3.01225, -1.07828, -1.00118]],
  "nbo_charge": [-0.65, 0.06, -0.12, -0.57, 0.97, -0.57, 0.59, -0.40, -0.60, 0.31, 0.26, 0.22, 0.27, 0.26, 0.30, 0.38, 0.29]
}


Q: What is the formula in the ninth record?
A: C5H8


Q: What is the formula in the fifth record?
A: C5H8


Please write out number 10 again, unchanged.
{
  "formula": "C5H8AgO3",
  "method": "ωB97M-V/def2-TZVPD",
  "charge": 1,
  "multiplicity": 3,
  "e_above_lowest_ev": 2.0954,
  "e_tot_ev": -15442.5537,
  "elements": ["O", "C", "C", "O", "C", "O", "Ag", "C", "C", "H", "H", "H", "H", "H", "H", "H", "H"],
  "coordinates": [[-0.40617, -0.81775, 1.41056], [-1.78531, 0.58926, 0.45373], [-0.73774, 0.96810, -0.55709], [0.47772, 0.27277, -0.35362], [0.55134, -0.68589, 0.65442], [1.62962, -1.31748, 0.55516], [2.59520, -0.49147, -1.07266], [-3.18809, 0.76254, 0.17493], [-2.89038, -0.75548, 0.03698], [-1.49902, 0.63515, 1.50782], [-0.50908, 2.03001, -0.40329], [-1.09816, 0.82656, -1.58504], [-3.83061, 0.99824, 1.02165], [-3.44524, 1.24001, -0.77146], [-3.36310, -1.34582, 0.82360], [-1.76656, -1.04602, 0.14256], [-3.01225, -1.07828, -1.00118]],
  "nbo_charge": [-0.65, 0.06, -0.12, -0.57, 0.97, -0.57, 0.59, -0.40, -0.60, 0.31, 0.26, 0.22, 0.27, 0.26, 0.30, 0.38, 0.29]
}